Record 1
{"formula": "C5H9NO2", "method": "wB97M-V/def2-TZVPD", "symbols": ["C", "C", "C", "C", "C", "H", "H", "H", "H", "H", "H", "H", "H", "H", "N", "O", "O"], "xyz": [[0.355, 0.261, 0.024], [-0.352, -1.159, -0.460], [-1.626, -0.852, 0.513], [-0.979, 0.599, 0.687], [0.679, 1.074, -1.328], [1.524, -1.070, 1.159], [1.449, 0.591, 1.504], [0.306, -1.850, -0.329], [-0.769, -0.932, -1.244], [-1.151, -1.436, 1.237], [-2.649, -0.846, 0.255], [-1.166, 1.087, 1.660], [-1.205, 1.520, -0.145], [2.170, 0.427, -0.744], [1.541, 0.025, 0.774], [2.009, 1.146, -1.503], [-0.136, 1.412, -2.061]], "forces_ev_per_angstrom": [[-1.89, -2.13, -1.80], [-1.14, 6.00, 6.59], [4.65, 2.49, -0.48], [-1.50, 2.61, -2.15], [3.28, -2.07, 3.98], [0.24, 3.94, -1.07], [0.45, 2.79, 4.22], [3.25, -5.11, 0.51], [-2.96, 1.20, -9.27], [-1.31, -0.85, 2.61], [-0.83, -0.95, -0.41], [0.87, -0.24, -0.21], [-1.01, -2.79, 2.21], [1.44, 1.95, -1.13], [0.47, -6.69, -1.97], [-0.52, -2.07, 1.53], [-3.51, 1.94, -3.14]], "de_lowest_kj_mol": 488.8, "lumo_ev": 0.63, "smiles": "NC1(C(=O)O)CCC1", "homo_energy_ev": -9.657}

=====

Record 2
{"formula": "C5H9NO2", "method": "wB97M-V/def2-TZVPD", "symbols": ["C", "C", "C", "C", "C", "H", "H", "H", "H", "H", "H", "H", "H", "H", "N", "O", "O"], "xyz": [[-1.256, 0.179, 0.476], [-0.284, 0.943, -0.617], [0.604, -0.005, -1.636], [0.772, -1.618, 0.034], [0.224, -0.499, 0.923], [-0.689, 1.804, 1.442], [-2.146, -0.397, -0.067], [-0.668, 1.893, -0.645], [1.611, 0.830, -1.672], [0.136, -0.171, -2.590], [2.008, -1.705, 0.194], [0.121, -2.471, 0.041], [0.402, -0.786, 2.068], [1.749, 0.667, 0.035], [0.788, 0.826, 0.557], [-1.607, 1.251, 1.542], [0.557, -1.182, -1.265]], "forces_ev_per_angstrom": [[1.55, 0.14, -0.96], [2.06, -4.29, 3.53], [-1.71, 10.31, -2.50], [1.95, 2.03, 0.80], [-1.25, 0.20, 2.81], [-2.96, -1.82, 0.79], [1.64, 1.19, 2.09], [-0.32, 2.60, -1.48], [-1.88, -3.01, -0.39], [0.17, 1.70, -1.34], [-3.31, -0.34, -0.04], [0.57, -1.07, 0.82], [-0.70, 0.69, -2.31], [-2.05, 0.71, 1.87], [1.61, -0.40, -2.01], [3.22, -0.85, -3.12], [1.41, -7.79, 1.43]], "de_lowest_kj_mol": 674.8, "lumo_ev": 0.79, "smiles": "O[C@H]1[C@@H]2COC[C@H]1N2", "homo_energy_ev": -9.159}

=====

Record 3
{"formula": "C5H9NO2", "method": "wB97M-V/def2-TZVPD", "symbols": ["C", "C", "C", "C", "C", "H", "H", "H", "H", "H", "H", "H", "H", "H", "N", "O", "O"], "xyz": [[0.146, -0.601, -0.113], [-0.864, -0.329, -1.182], [-1.202, 1.174, -0.899], [-0.135, 0.247, 0.886], [1.286, 0.483, 0.145], [1.135, -1.911, 0.961], [-0.398, -2.216, 0.909], [-0.774, -0.460, -2.353], [-1.612, -1.008, -0.839], [-2.081, 1.752, -1.416], [0.046, 1.833, -1.139], [-0.048, -0.121, 1.941], [1.148, 1.388, -0.548], [1.869, 0.558, 1.960], [0.418, -1.953, 0.287], [-1.355, 1.051, 0.636], [2.421, 0.115, 0.764]], "forces_ev_per_angstrom": [[3.13, -2.66, -3.97], [-0.42, 1.37, -3.11], [1.80, 0.77, 1.07], [-1.15, 5.04, 4.16], [-4.95, 0.20, -1.79], [1.53, -0.05, 0.62], [0.88, 0.03, -1.13], [0.71, -0.14, 2.48], [-1.48, -0.16, -0.25], [1.72, -1.41, 1.31], [-4.95, -1.42, 0.24], [-0.27, 0.56, -0.72], [1.69, -1.62, 1.32], [3.49, -2.02, -4.27], [-2.04, -1.14, -0.09], [2.24, 0.59, -2.17], [-1.94, 2.09, 6.30]], "de_lowest_kj_mol": 795.0, "lumo_ev": -0.30, "homo_energy_ev": -8.671}

=====

Record 4
{"formula": "C5H9NO2", "method": "wB97M-V/def2-TZVPD", "symbols": ["C", "C", "C", "C", "C", "N", "O", "O", "H", "H", "H", "H", "H", "H", "H", "H", "H"], "xyz": [[1.616, -0.283, -1.254], [-1.057, 1.832, 0.716], [-0.874, -0.711, -0.240], [0.713, -0.098, -0.073], [-0.538, 0.643, 0.037], [-1.297, -1.705, 0.664], [1.352, -0.086, 1.188], [-1.248, -0.673, -1.498], [2.242, 0.281, 1.093], [-0.616, -2.432, 0.841], [-2.185, -2.140, 0.452], [2.235, -1.171, -1.103], [1.028, -0.411, -2.160], [2.277, 0.583, -1.377], [-0.426, 2.712, 0.582], [-2.064, 2.040, 0.343], [-1.158, 1.618, 1.786]], "forces_ev_per_angstrom": [[-0.16, -0.16, -0.02], [0.04, 0.04, 0.29], [-1.17, 0.27, -1.01], [0.18, 0.31, 0.23], [0.16, -0.36, 0.13], [0.14, -0.27, 0.58], [0.02, 0.21, -0.34], [0.70, -0.35, 0.37], [-0.05, -0.08, -0.02], [0.09, 0.21, 0.02], [0.04, 0.31, -0.33], [-0.03, 0.04, 0.01], [-0.01, 0.03, 0.05], [-0.07, -0.01, 0.03], [0.02, -0.11, 0.06], [0.09, -0.09, -0.01], [0.02, 0.02, -0.04]], "de_lowest_kj_mol": 495.4, "lumo_ev": -0.49, "homo_energy_ev": -7.698}

=====

Record 5
{"formula": "C5H9NO2", "method": "wB97M-V/def2-TZVPD", "symbols": ["C", "C", "C", "N", "C", "C", "O", "O", "H", "H", "H", "H", "H", "H", "H", "H", "H"], "xyz": [[1.597, 1.857, 1.092], [1.069, -0.126, -0.610], [-1.400, -0.690, -0.326], [1.560, -1.360, -0.757], [-0.231, 0.182, -0.268], [-2.645, -0.193, -0.308], [1.447, 0.470, 0.955], [-1.134, -2.017, -0.556], [-1.963, -2.502, -0.636], [2.551, -1.463, -0.892], [1.052, -2.168, -0.422], [-0.497, 1.218, -0.126], [2.127, 2.306, 0.244], [2.156, 2.058, 2.012], [0.640, 2.387, 1.205], [-3.517, -0.826, -0.402], [-2.812, 0.866, -0.207]], "forces_ev_per_angstrom": [[0.08, 0.11, -0.14], [-1.14, 0.75, 3.76], [-0.09, 0.28, -1.31], [0.58, -0.54, -0.57], [-1.14, -0.87, -2.04], [0.00, -0.10, 0.24], [1.33, 0.21, -0.95], [0.07, 0.11, 0.32], [0.01, 0.05, 0.04], [-0.12, -0.05, -0.07], [0.14, 0.22, 0.06], [0.21, 0.04, 0.62], [0.05, -0.02, 0.08], [0.06, -0.14, -0.06], [-0.08, -0.07, -0.10], [-0.03, -0.06, 0.03], [0.06, 0.07, 0.10]], "de_lowest_kj_mol": 520.4, "lumo_ev": [-0.20, -0.28], "smiles": "C=C(O)/C=C(\\N)OC", "homo_energy_ev": [-7.894, -7.447]}

=====

Record 6
{"formula": "C5H9NO2", "method": "wB97M-V/def2-TZVPD", "symbols": ["C", "C", "C", "C", "C", "N", "O", "O", "H", "H", "H", "H", "H", "H", "H", "H", "H"], "xyz": [[1.105, -1.463, 0.165], [-0.211, -1.196, 0.064], [2.220, -0.525, 0.204], [2.033, 0.831, -0.317], [-3.060, 0.839, -0.157], [-0.628, 0.143, -0.011], [2.499, 1.775, 0.264], [-1.876, 0.347, 0.657], [1.522, -2.527, 0.296], [-1.036, -1.888, 0.040], [2.687, -0.299, 1.280], [3.094, -0.931, -0.304], [1.607, 1.073, -1.298], [-3.279, 1.950, -0.179], [-3.928, 0.338, 0.280], [-2.843, 0.687, -1.228], [0.095, 0.847, 0.245]], "forces_ev_per_angstrom": [[7.60, -3.73, 0.32], [-7.00, 3.12, -0.55], [0.93, -0.06, 2.03], [0.83, 1.39, -0.58], [1.60, 0.83, -0.39], [0.10, -1.12, -0.06], [0.17, 0.87, 0.54], [-1.55, 1.05, -0.14], [-1.32, 1.58, 0.05], [0.21, -0.17, -0.13], [-1.03, -0.51, -1.54], [0.22, -0.26, -0.27], [-0.46, -0.68, -0.39], [0.78, -0.93, 0.94], [0.35, -0.18, -0.42], [-0.33, -0.82, 0.49], [-1.09, -0.38, 0.10]], "de_lowest_kj_mol": 365.9, "multiplicity": 3, "lumo_ev": [0.93, -1.54], "s2": 2.01, "homo_energy_ev": [-4.668, -9.977]}

=====

Record 7
{"formula": "C5H9NO3", "method": "wB97M-V/def2-TZVPD", "symbols": ["C", "C", "C", "C", "C", "H", "H", "H", "H", "H", "H", "H", "H", "H", "N", "O", "O", "O"], "xyz": [[0.308, -0.981, -0.275], [0.917, 0.413, -0.403], [0.302, 1.211, 0.768], [-0.956, 0.854, -0.166], [-1.205, -0.406, 0.060], [1.866, -1.805, 0.866], [0.245, -1.484, -1.374], [0.378, 0.702, -1.577], [2.934, 0.048, 0.512], [0.173, 0.851, 1.726], [-0.875, 2.747, -0.278], [-0.668, 0.971, -1.230], [-0.982, -0.706, 1.106], [-2.326, -2.041, -0.224], [-0.889, 2.088, 0.426], [0.658, -1.649, 0.892], [2.515, 0.157, -0.515], [-2.395, -0.970, -0.314]], "forces_ev_per_angstrom": [[-2.10, 0.23, -3.17], [4.41, -1.27, -2.27], [-0.57, 1.94, -5.66], [-0.86, 7.71, -2.36], [0.33, -9.38, 5.28], [-5.57, 0.74, -0.17], [0.79, 0.13, 2.74], [4.90, -0.56, 3.10], [-1.99, 0.73, -4.18], [0.29, -0.94, 1.58], [0.73, 2.02, -1.41], [-2.95, 0.52, 0.76], [-1.37, 0.67, 0.23], [-0.18, 4.05, -0.28], [-0.34, -0.97, 3.49], [5.96, -1.50, -0.67], [-0.74, 0.25, 4.28], [-0.72, -4.35, -1.29]], "de_lowest_kj_mol": 1174.8, "lumo_ev": 0.26, "homo_energy_ev": -8.767}